Entry 1:
Here is 3 unconnected molecules or ions with the total composition C4H10Br2N2O4 at a distorted geometry from OMol25. Energies are from the ωB97M-V functional and the def2-TZVPD basis.

Results
Expectation value of S² ... 0.75
Energy relative to the best compared isomer or geometry (same formula, charge and spin) ... 0.0 kcal per mole
Multiplicity ... 2
Total charge ... -1
Energy ... -155559.815 eV

Bonds (Å) are listed after each position.
Positions of all 22 atoms, in Å:
1 N 0.3782 0.8471 -1.8225  O9 1.242, O18 1.232, C20 1.481
2 Br 3.3478 -0.8351 1.3602  C10 1.981
3 H 1.1275 -2.8762 1.6299  C21 1.090
4 N -1.7262 2.4113 1.3968  C6 1.461, O13 1.225, O15 1.235
5 H -0.9498 1.6244 3.0808  C6 1.090
6 C -1.6934 1.3055 2.3505  N4 1.461, H5 1.090, H8 1.090, H17 1.090
7 H -0.0105 0.7197 -3.8516  C20 1.090
8 H -1.4827 0.3149 1.9475  C6 1.090
9 O 0.0132 0.4898 -0.6906  N1 1.242
10 C 2.1194 -1.7459 0.1006  Br2 1.981, H11 1.090, H12 1.090, C21 1.488
11 H 1.7340 -0.9150 -0.4903  C10 1.090
12 H 2.7640 -2.4341 -0.4463  C10 1.090
13 O -0.9849 3.3733 1.5571  N4 1.225
14 H -1.4060 0.1624 -2.8119  C20 1.090
15 O -2.7175 2.4649 0.6621  N4 1.235
16 Br -0.1132 -3.4031 -0.5719  C21 1.986
17 H -2.6607 1.2578 2.8507  C6 1.090
18 O 1.3507 1.5801 -2.0078  N1 1.232
19 H 0.0119 -0.8404 -3.0197  C20 1.090
20 C -0.3253 0.1938 -2.9502  N1 1.481, H7 1.090, H14 1.090, H19 1.090
21 C 0.8920 -2.2977 0.7366  H3 1.090, C10 1.488, Br16 1.986, H22 1.090
22 H 0.3317 -1.3977 0.9903  C21 1.090

Entry 2:
Here is 3 unconnected molecules or ions with the total composition C4H10BrO2P at a distorted geometry from OMol25. Energies are from the ωB97M-V functional and the def2-TZVPD basis.

Results
Energy relative to the best compared isomer or geometry (same formula, charge and spin) ... 32.4 kcal per mole
Energy ... -87735.508 eV
Structure (SMILES) ... CCOP=O.C=C.Br

Bonds (Å) are listed after each position.
Positions of all 18 atoms, in Å:
1 P -1.1758 1.8896 0.0438  O16 1.475, O18 1.576
2 C -2.3814 -0.1486 2.1835  H4 1.140, H8 1.119, C11 1.548, H12 1.091
3 H -2.2962 0.8603 -2.0679  Br10 1.440
4 H -1.6484 0.3001 2.9327  C2 1.140
5 C 3.5831 0.1132 -0.9408  H7 1.041, C9 1.346, H17 1.042
6 H -0.4350 -0.7530 1.2987  C11 1.206
7 H 3.6228 0.6024 -1.8587  C5 1.041
8 H -3.1118 0.6513 1.9018  C2 1.119
9 C 4.1627 -1.1014 -0.9134  C5 1.346, H13 1.073, H14 1.095
10 Br -3.4635 0.8197 -2.9095  H3 1.440
11 C -1.5781 -0.6081 0.9427  C2 1.548, H6 1.206, H15 1.101, O18 1.408
12 H -2.9305 -1.0274 2.5234  C2 1.091
13 H 4.1533 -1.8522 -0.1474  C9 1.073
14 H 4.7557 -1.3807 -1.7906  C9 1.095
15 H -1.8655 -1.5283 0.4100  C11 1.101
16 O -0.9111 2.3282 -1.3395  P1 1.475
17 H 2.9770 0.4907 -0.1812  C5 1.042
18 O -1.4573 0.3442 -0.0877  P1 1.576, C11 1.408

Entry 3:
Here is a single C4H10BrPS molecule at a distorted geometry from OMol25. Energies are from the ωB97M-V functional and the def2-TZVPD basis.

Results
Energy relative to the best compared isomer or geometry (same formula, charge and spin) ... 0.0 kcal per mole
Energy ... -94477.281 eV
Structure (SMILES) ... CC(C)[P@@](C)(=S)Br

Bonds (Å) are listed after each position.
Positions of all 17 atoms, in Å:
1 P -0.9901 -0.5146 -0.2976  C6 1.857, C11 1.905, S14 2.045, Br17 2.268
2 H 0.5692 1.5161 -0.1819  C6 1.179
3 C 1.7754 -0.2868 0.2212  H5 1.074, C6 1.561, H8 1.032, H15 1.070
4 H -0.5958 0.6667 -2.1298  C11 1.075
5 H 1.9081 -0.3454 -0.8429  C3 1.074
6 C 0.4262 0.4844 0.3701  P1 1.857, H2 1.179, C3 1.561, C13 1.543
7 H 0.6836 1.3647 2.4256  C13 1.074
8 H 2.5173 0.2312 0.7174  C3 1.032
9 H -0.2818 -1.0811 -2.7047  C11 1.155
10 H -0.9417 1.0396 1.9487  C13 1.024
11 C -0.9942 -0.3293 -2.1932  P1 1.905, H4 1.075, H9 1.155, H16 1.139
12 H 0.2090 -0.2113 2.3334  C13 1.090
13 C 0.0320 0.7437 1.8397  C6 1.543, H7 1.074, H10 1.024, H12 1.090
14 S -1.0612 -2.3727 0.5535  P1 2.045
15 H 1.5097 -1.2528 0.5955  C3 1.070
16 H -2.0099 -0.5273 -2.6689  C11 1.139
17 Br -2.7558 0.8750 0.0136  P1 2.268

> What is the energy in the second record?

-87735.508 eV

> energy of number 2 (C4H10BrO2P)?

-87735.508 eV

> energy relative to the best compared isomer or geometry (same formula, charge and spin) of number 1 (C4H10Br2N2O4)?

0.0 kcal per mole